(1)
2 unconnected molecules or ions with the total composition C4H7NO3, computed with ωB97M-V/def2-TZVPD.

Properties
F_max   4.81 eV/Å
LUMO level (alpha / beta)   0.0099 / 0.0099 Ha
Net charge   0
HOMO (alpha / beta)   -9.02 / -9.02 eV
ΔE to the lowest compared entry with this formula, charge and spin   7.656 eV
Spin multiplicity   1

The geometry in XYZ format:
```
15
Properties=species:S:1:pos:R:3:nbo_charge:R:1
C -1.725 0.117 0.787 0.17
C -0.387 0.240 0.195 0.21
C -0.206 -0.298 -1.161 -0.63
C 0.919 0.654 0.952 -0.64
N -1.684 0.974 2.776 0.49
O -2.035 0.406 3.755 -0.36
O -1.244 2.049 2.570 -0.35
O -1.447 1.259 0.137 -0.44
H -2.586 -0.368 0.531 0.19
H -0.090 0.393 -1.978 0.24
H -1.042 -0.848 -1.326 0.21
H 0.741 -0.801 -1.023 0.22
H 1.128 1.663 0.776 0.24
H 1.761 0.002 0.794 0.22
H 0.673 0.733 2.028 0.23
```

---

(2)
3 unconnected molecules or ions with the total composition C2H6NO4S, computed with ωB97M-V/def2-TZVPD.

Properties
F_max   5.26 eV/Å
LUMO level   0.1424 Ha
Net charge   -1
HOMO   -4.61 eV
ΔE to the lowest compared entry with this formula, charge and spin   1.176 eV
Spin multiplicity   1

The geometry in XYZ format:
```
14
Properties=species:S:1:pos:R:3:nbo_charge:R:1
C -1.458 1.052 0.719 0.43
C -2.475 0.700 1.390 -0.76
N -0.747 1.546 -0.084 -0.66
O 3.229 0.211 0.837 -0.98
O 1.512 -1.508 0.373 -1.03
O -0.330 -1.592 -1.390 -0.99
O 1.623 0.812 -1.106 -0.98
S 1.833 -0.074 0.592 1.68
H 0.263 -1.766 -0.612 0.50
H -2.851 -0.345 1.103 0.23
H -2.817 1.091 2.306 0.22
H 1.752 0.024 -1.599 0.45
H 0.210 1.129 -0.473 0.44
H 0.255 -1.279 -2.057 0.44
```

---

> Among the records above, which one has the highest net charge?

C4H7NO3